{"formula": "C32H26Br2FN2NiO4P2S2", "method": "ωB97M-V/def2-TZVPD", "orbital_gap_ha": [0.2652, 0.2648], "homo_ev": [-4.71, -4.71], "total_charge": -1, "e_lumo_ev": [2.51, 2.49], "e_tot_ha": -9880.9749, "fmax_ev_per_a": 0.5, "symbols": ["Ni", "S", "P", "C", "P", "S", "C", "C", "C", "C", "C", "C", "C", "C", "C", "C", "C", "C", "C", "C", "C", "C", "C", "C", "C", "C", "C", "C", "C", "C", "H", "H", "H", "H", "H", "H", "H", "H", "H", "H", "H", "H", "H", "H", "H", "H", "H", "H", "H", "H", "Br", "C", "Br", "H", "H", "F", "C", "C", "N", "C", "C", "O", "O", "C", "O", "N", "C", "O", "H", "H", "H", "H"], "coordinates": [[1.91846, 1.02439, 0.00477], [3.02242, -2.99743, -0.47557], [1.19276, -2.27104, -0.22164], [0.89114, -0.59344, -0.45269], [-0.56361, 0.20954, -0.73156], [0.04432, 2.14059, -0.66084], [-1.89735, -0.00876, 0.50809], [-1.85404, 0.74493, 1.67785], [-2.74349, 0.49639, 2.70902], [-3.69221, -0.50779, 2.58511], [-3.75714, -1.24957, 1.41579], [-2.86878, -0.99705, 0.38257], [-1.40171, -0.09864, -2.32255], [-2.72333, 0.26655, -2.55904], [-3.28354, 0.08391, -3.81217], [-2.52847, -0.46465, -4.83853], [-1.20764, -0.81766, -4.61186], [-0.64469, -0.62968, -3.36033], [0.60231, -2.80279, 1.43264], [0.56259, -4.15342, 1.76946], [0.11488, -4.54957, 3.01622], [-0.28806, -3.59899, 3.94800], [-0.23944, -2.25374, 3.62418], [0.20025, -1.85992, 2.36782], [0.07124, -3.22274, -1.32294], [0.52297, -3.59854, -2.58472], [-0.32948, -4.22233, -3.47863], [-1.64518, -4.48631, -3.12160], [-2.09430, -4.14209, -1.85686], [-1.23525, -3.52169, -0.96076], [-1.11250, 1.53008, 1.77054], [-2.69509, 1.08955, 3.61137], [-4.38251, -0.70585, 3.39367], [-4.50134, -2.02657, 1.30370], [-2.93844, -1.57200, -0.53033], [-3.31572, 0.70337, -1.76556], [-4.31100, 0.37105, -3.98738], [-2.97016, -0.61364, -5.81505], [-0.61433, -1.24382, -5.40813], [0.38812, -0.89477, -3.16810], [0.89631, -4.89148, 1.04968], [0.08413, -5.60142, 3.26728], [-0.63754, -3.91073, 4.92384], [-0.55290, -1.50790, 4.34155], [0.22780, -0.81033, 2.09731], [1.55486, -3.39756, -2.84788], [0.03213, -4.50384, -4.45954], [-2.31347, -4.96777, -3.82408], [-3.11274, -4.36149, -1.56214], [-1.58208, -3.27840, 0.03464], [3.42346, -0.14902, 1.88972], [4.83543, -0.30375, 0.58411], [4.25955, 0.36237, -1.13066], [5.04779, -1.36122, 0.46774], [5.64729, 0.33065, 0.91939], [-0.43468, 5.77680, -1.10523], [0.37798, 5.84180, -0.03813], [1.61471, 5.32658, -0.07184], [2.46833, 5.40295, 0.99737], [3.78770, 4.80644, 0.90122], [3.78250, 3.26796, 0.75631], [4.86627, 2.71183, 0.84955], [2.64268, 2.77234, 0.52316], [2.07363, 5.95112, 2.19119], [2.77904, 6.02745, 3.17302], [0.78794, 6.46117, 2.19084], [-0.14346, 6.47640, 1.16077], [-1.23781, 6.97711, 1.30355], [1.98929, 4.81460, -0.94576], [4.34786, 5.08799, 1.79166], [4.30191, 5.21839, 0.02987], [0.49341, 6.87515, 3.06760]], "mulliken_charge": [-0.453, -0.632, 1.997, 0.575, 0.379, -0.545, 0.640, -0.691, -0.689, -0.572, -0.686, -0.524, 0.314, -0.342, -0.757, -0.483, -0.649, -0.328, -0.538, -0.123, -0.683, -0.560, -0.871, 0.159, -0.030, -0.625, -0.608, -0.543, -0.489, -0.646, 0.406, 0.428, 0.381, 0.416, 0.635, 0.482, 0.400, 0.385, 0.420, 0.381, 0.397, 0.396, 0.376, 0.451, 0.512, 0.310, 0.428, 0.381, 0.424, 0.592, -0.058, -0.723, -0.088, 0.485, 0.482, -0.362, 0.396, -0.103, 0.105, -1.269, 0.780, -0.636, -0.391, 0.530, -0.663, -0.069, 0.310, -0.653, 0.446, 0.402, 0.265, 0.219]}